{"formula": "C4H10NO2", "method": "ωB97M-V/def2-TZVPD", "lumo_ev": [0.591, -1.956], "spin_multiplicity": 2, "homo_ha": [-0.3280, -0.3279], "species": ["C", "C", "C", "O", "N", "C", "O", "H", "H", "H", "H", "H", "H", "H", "H", "H", "H"], "positions_angstrom": [[-0.1344, 0.9364, -0.6056], [-0.9227, -0.0713, -1.4784], [-0.8558, -1.5427, -1.0904], [-1.6143, -2.3846, -1.7932], [0.9329, 0.3644, 0.2150], [1.0788, 0.9116, 2.2149], [1.2372, 2.1220, 2.3382], [0.3498, 1.6229, -1.2994], [-0.7857, 1.5592, 0.0106], [-1.9718, 0.2133, -1.4804], [-0.7069, 0.1010, -2.5281], [0.1944, -1.8598, -1.0534], [-1.1603, -1.4817, -0.0225], [1.8515, 0.6419, -0.1401], [1.1571, -0.5941, 0.4668], [0.0237, 0.5743, 2.3267], [1.8991, 0.2199, 2.4851]]}



{"formula": "C2H6N2Si", "method": "ωB97M-V/def2-TZVPD", "lumo_ev": 1.053, "homo_ha": -0.2988, "species": ["C", "C", "N", "N", "Si", "H", "H", "H", "H", "H", "H"], "positions_angstrom": [[-2.7465, 0.1477, -0.4191], [-2.3226, 1.0974, 0.2008], [1.9912, 0.6168, -0.5825], [0.6987, -1.2697, 0.5264], [0.7478, 0.4265, 0.5198], [-2.6588, -0.9057, -0.7505], [-2.4160, 1.9796, 0.8701], [2.7495, 0.0539, -0.8125], [2.4735, 1.5746, -0.5420], [0.1744, -1.9335, 1.0710], [1.3088, -1.7877, -0.0815]]}



{"formula": "H4NPSi", "method": "ωB97M-V/def2-TZVPD", "lumo_ev": -0.049, "homo_ha": -0.4067, "smiles": "[SiH4].N#P", "species": ["Si", "H", "H", "H", "H", "N", "P"], "positions_angstrom": [[1.1978, 0.1116, -0.0631], [0.5264, -1.1936, -0.7631], [0.0500, 0.1799, 0.9514], [2.5877, -0.0950, 0.4394], [0.9960, 1.3419, -0.7781], [-3.2250, 0.2892, 0.2502], [-2.1330, -0.6339, -0.0367]]}



{"formula": "C2H4N2S", "method": "ωB97M-V/def2-TZVPD", "lumo_ev": -0.476, "homo_ha": -0.3268, "smiles": "[H]/N=C\\NC=S", "species": ["H", "N", "C", "N", "C", "S", "H", "H", "H"], "positions_angstrom": [[2.0411, 0.4643, -0.6666], [2.0671, -0.7473, -0.3391], [0.7366, -0.7862, 0.1984], [-0.0692, 0.3842, 0.1953], [-1.2960, 0.4826, -0.2055], [-2.5289, -0.6937, -0.1158], [0.0514, -1.7738, 0.6246], [0.5548, 1.0738, 0.6147], [-1.5568, 1.5961, -0.3060]]}



{"formula": "C31H31N4O3RuS", "method": "ωB97M-V/def2-TZVPD", "lumo_ev": [2.748, 2.085], "spin_multiplicity": 5, "homo_ha": [-0.1586, -0.1768], "charge": -1, "species": ["Ru", "O", "C", "N", "C", "C", "C", "C", "C", "C", "N", "C", "C", "C", "C", "C", "N", "H", "H", "H", "H", "H", "H", "H", "H", "H", "H", "O", "C", "O", "C", "C", "C", "C", "C", "C", "S", "H", "H", "H", "H", "C", "C", "C", "C", "C", "C", "C", "C", "C", "C", "C", "C", "N", "H", "H", "H", "H", "H", "H", "H", "H", "H", "H", "H", "H", "H", "H", "H", "H", "H"], "positions_angstrom": [[0.0419, 0.5731, -0.3355], [3.2924, 0.7409, -3.1857], [2.2858, 0.4228, -2.5357], [2.0480, 0.6859, -1.2606], [3.0362, 1.4816, -0.5775], [2.4792, 2.0821, 0.6806], [3.0010, 3.2545, 1.2140], [2.4750, 3.7669, 2.3871], [1.4398, 3.0756, 3.0027], [0.9917, 1.9053, 2.4220], [1.4870, 1.4198, 1.2855], [1.1958, -0.3869, -3.1766], [1.4132, -1.0149, -4.4024], [0.4091, -1.7913, -4.9469], [-0.7860, -1.9164, -4.2450], [-0.9302, -1.2352, -3.0487], [0.0330, -0.4878, -2.5295], [3.4176, 2.2679, -1.2493], [3.8954, 0.8406, -0.3040], [3.8104, 3.7620, 0.7125], [2.8583, 4.6835, 2.8133], [0.9974, 3.4360, 3.9177], [0.2162, 1.3026, 2.8787], [2.3690, -0.8642, -4.8821], [0.5461, -2.2946, -5.8948], [-1.5916, -2.5268, -4.6255], [-1.8578, -1.2761, -2.4878], [-0.7037, 4.6812, -0.6545], [-0.8503, 3.4985, -0.9553], [0.0179, 2.5976, -0.7450], [-2.1240, 3.1012, -1.6802], [-2.6571, 4.0446, -2.5471], [-3.8090, 3.7998, -3.2645], [-4.4671, 2.5878, -3.1085], [-3.9616, 1.6440, -2.2419], [-2.7840, 1.8774, -1.5253], [-2.3333, 0.6281, -0.3896], [-2.1436, 4.9900, -2.6301], [-4.1833, 4.5510, -3.9442], [-5.3805, 2.3849, -3.6541], [-4.4577, 0.6961, -2.0959], [0.8706, -3.8605, -0.4695], [1.9386, -3.3582, 0.5039], [2.8533, -2.3376, -0.1710], [1.2894, -2.7746, 1.7349], [1.6608, -3.2263, 2.9806], [1.0166, -2.8148, 4.1390], [-0.1035, -2.0008, 4.0290], [-0.4948, -1.4802, 2.8193], [-1.7664, -0.6860, 2.6660], [-2.2404, 0.0477, 3.9182], [-2.8586, -1.6280, 2.1458], [0.2886, -1.7406, 1.6256], [0.1069, -1.0862, 0.5169], [1.3287, -4.3224, -1.3425], [0.2577, -3.0203, -0.7907], [0.2309, -4.5964, 0.0153], [2.5435, -4.2190, 0.8232], [2.2871, -1.4313, -0.3810], [3.2493, -2.7313, -1.1049], [3.6863, -2.0822, 0.4806], [2.4849, -3.9236, 3.0602], [1.3580, -3.1518, 5.1076], [-0.6752, -1.7709, 4.9185], [-1.5863, 0.0647, 1.8853], [-2.5507, -0.6461, 4.6975], [-3.0958, 0.6704, 3.6638], [-1.4577, 0.6924, 4.3136], [-3.1005, -2.3916, 2.8851], [-2.5016, -2.1156, 1.2424], [-3.7562, -1.0681, 1.8968]]}



{"formula": "C5H8O", "method": "ωB97M-V/def2-TZVPD", "lumo_ev": 1.058, "homo_ha": -0.3482, "smiles": "C1OC[C@H]2C[C@@H]12", "species": ["C", "O", "C", "C", "C", "C", "H", "H", "H", "H", "H", "H", "H", "H"], "positions_angstrom": [[-0.8114, 0.8469, 0.9484], [-1.7192, 0.2355, 0.0641], [-0.9918, -0.7934, -0.6057], [0.4463, -0.7334, -0.0951], [1.3000, 0.2036, -0.8559], [0.6243, 0.6798, 0.4260], [-1.1602, 1.8419, 1.2094], [-0.7769, 0.2380, 1.8772], [-1.0510, -0.5705, -1.6812], [-1.4376, -1.7820, -0.4454], [0.8069, -1.5205, 0.5481], [1.0430, 0.4456, -1.8823], [2.3610, 0.0061, -0.6991], [1.3667, 0.9025, 1.1914]]}



Energy, respectively: -363.4828 -478.7349 -687.8959 -586.1790 -2137.8245 -270.4677 hartree.
ΔE to the lowest compared entry with this formula, charge and spin, respectively: 66.19 31.62 32.92 72.41 9.63 56.62 kcal/mol.